a) Density functional theory data (ωB97M-V/def2-TZVPD) for a 2-piece molecular cluster, C3H8N3O overall.

Last column: Mulliken charge in e.
CARTESIAN COORDINATES (ANGSTROEM)
C 0.965 -1.147 -0.054  0.16
C 0.925 0.843 1.857  0.72
C -0.865 0.355 -0.512  -0.87
N 0.049 1.678 2.267  -0.25
N 0.277 -0.129 0.202  -0.27
N 0.798 -2.012 -0.998  -0.36
O 2.008 0.482 2.051  -0.32
H 1.801 -1.315 0.636  0.33
H -1.820 0.093 0.120  0.29
H -0.725 1.437 -0.488  0.30
H -0.709 0.028 -1.581  0.33
H -0.660 2.114 1.801  0.19
H 0.087 1.792 3.235  0.26
H 1.410 -2.818 -1.162  0.27
H 0.336 -1.814 -1.920  0.22

Results
Net charge   +1
Kohn-Sham gap   10.92 eV
E_HOMO   -14.30 eV


b) Density functional theory data (ωB97M-V/def2-TZVPD) for an isolated ion of composition C3H8N3O and charge +1.

Last column: Mulliken charge in e.
CARTESIAN COORDINATES (ANGSTROEM)
N -1.869 -1.277 0.049  -0.42
C -0.738 -0.572 0.123  0.33
C 0.641 -0.862 -0.184  -0.62
N 1.437 0.333 0.257  -0.13
C 0.726 1.574 -0.226  -0.42
N -0.858 0.754 -0.017  0.38
O -1.903 1.394 0.092  -0.69
H -2.607 -0.711 0.332  0.25
H -1.882 -2.296 0.070  0.23
H 0.876 -1.804 0.345  0.41
H 0.673 -1.266 -1.231  0.27
H 2.463 0.326 -0.171  0.40
H 1.399 0.268 1.204  0.35
H 0.971 1.825 -1.198  0.34
H 0.672 2.315 0.556  0.34

Results
Net charge   +1
Kohn-Sham gap (alpha / beta)   7.97 / 7.97 eV
E_HOMO (alpha / beta)   -11.93 / -11.93 eV
SMILES string   [NH2+]=C1C[NH2+]CN1[O-]


Stability, lowest: b)